A structure of composition C29H52N4OS3Ti, computed with wB97M-V/def2-TZVPD.

Geometry as XYZ:
```
90
C29H52N4OS3Ti, DFT wB97M-V/def2-TZVPD
Ti 1.8245 0.1659 -0.8107
C -5.3503 4.3160 -4.1353
C -5.4824 4.5409 -2.5780
S -4.0524 5.7064 -2.1163
C -3.3294 4.8242 -0.7740
C -2.7374 3.3887 -0.9851
S -1.2986 3.4035 -2.1277
C -1.8949 2.2550 -3.4706
C -3.4361 2.3515 -3.8108
S -3.7567 3.8066 -4.8052
H -5.5346 5.2874 -4.5866
H -6.1130 3.6104 -4.3991
H -5.2996 3.6504 -1.9965
H -6.4277 5.0471 -2.2639
H -4.1722 4.7854 -0.0592
H -2.5501 5.4023 -0.3895
H -3.5465 2.7064 -1.2149
H -2.3296 3.1663 -0.0025
H -1.7517 1.2397 -3.0763
H -1.2382 2.3931 -4.3362
H -4.0765 2.2599 -2.9303
H -3.6706 1.4990 -4.4379
N 3.8252 -0.1146 -0.4700
C 4.6994 0.8753 -1.2212
C 4.4577 2.2873 -0.7473
C 3.1317 2.9509 -1.1106
N 2.0281 2.3310 -0.3449
H 4.1495 -1.0584 -0.6380
H 3.9628 -0.0004 0.5491
H 4.5550 0.7359 -2.2887
H 5.7187 0.6551 -0.9956
H 5.3387 2.9295 -1.0166
H 4.5894 2.2741 0.3505
H 2.9030 2.8075 -2.1424
H 3.1252 4.0388 -0.9904
H 1.1312 2.7623 -0.6389
H 2.2091 2.4729 0.6755
C -1.5956 1.3399 5.5031
C -1.2081 0.0189 4.8233
C -2.2269 -1.1002 4.9788
C 0.1156 -0.4329 5.4945
C -0.7999 0.2372 3.4232
C -0.5632 1.4548 2.7679
C -0.1161 1.4831 1.4758
N 0.3917 0.3882 0.7958
C 0.1550 -0.8140 1.3980
C -0.4652 -0.9116 2.6184
C 0.5627 -1.9886 0.5789
C 0.3911 -3.2933 0.9605
C 1.0377 -4.3608 0.3241
C 1.7588 -4.0143 -0.8547
C 1.7309 -2.7135 -1.3102
N 1.2006 -1.6885 -0.5703
C 1.0270 -5.7291 0.9300
C 2.1106 -6.5745 0.2361
C 1.4625 -5.5530 2.4261
C -0.3914 -6.3112 0.8345
H -1.8120 1.2605 6.5673
H -2.5066 1.8749 5.1502
H -0.7807 2.0305 5.4459
H -2.3112 -1.2426 6.0934
H -1.9826 -2.0621 4.5294
H -3.1825 -0.8727 4.5352
H -0.1419 -0.5092 6.5847
H 0.8754 0.4057 5.5236
H 0.5080 -1.3576 5.0821
H -0.8805 2.4030 3.2350
H -0.0595 2.4000 0.9440
H -0.6734 -1.8701 3.0868
H -0.1818 -3.5688 1.8108
H 2.3687 -4.6949 -1.4689
H 2.1968 -2.4704 -2.2572
H 3.1200 -6.1563 0.2724
H 1.8611 -6.6974 -0.8109
H 2.2079 -7.5850 0.6525
H 2.4286 -5.0813 2.4917
H 1.6083 -6.5088 2.8675
H 0.7173 -4.9881 3.0248
H -0.7695 -6.2946 -0.2197
H -1.1041 -5.6801 1.4877
H -0.4856 -7.2988 1.2543
C 2.5853 -0.8944 -4.4363
C 1.9717 0.3972 -3.9797
O 1.7248 0.4211 -2.5102
H 3.4465 -1.1360 -3.8317
H 3.0796 -0.7528 -5.3823
H 1.8119 -1.7034 -4.4841
H 1.0081 0.5610 -4.4473
H 2.4655 1.3892 -4.1057
H -3.2925 5.0924 -3.2034
```

Values from the calculation:
Net charge: +4
M in g mol⁻¹: 616.8
E_LUMO in eV: -12.53
Energy above the lowest of the compared OMol25 structures with the same formula, charge and spin in kJ/mol: 0.0

***

A structure of composition C29H53AuN4OPS, computed with wB97M-V/def2-TZVPD.

Geometry as XYZ:
```
90
C29H53AuN4OPS, DFT wB97M-V/def2-TZVPD
Au -0.4082 -0.3902 0.1511
S -0.5953 -2.6344 -0.3533
C -1.7026 -2.7235 -1.7165
C -1.2064 -3.0861 -2.9679
C -2.0744 -3.2204 -4.0421
C -3.4295 -2.9738 -3.8751
C -3.9288 -2.6214 -2.6249
C -3.0695 -2.5118 -1.5461
H -0.1460 -3.2612 -3.0867
H -1.6905 -3.5113 -5.0113
H -4.1026 -3.0681 -4.7172
H -4.9905 -2.4526 -2.4934
H -3.4354 -2.2780 -0.5574
C 1.8941 1.4852 -4.1532
C 1.4828 0.3821 -3.1729
C 2.0113 -0.9678 -3.6851
C -0.0526 0.2607 -3.2046
P 2.0979 0.5943 -1.4025
N 1.4551 -0.4130 -0.3486
C 1.8512 2.3992 -0.8744
C 2.8278 3.4060 -1.4989
C 0.4270 2.8418 -1.2350
C 1.9567 2.5026 0.6612
C 3.9266 0.1674 -1.3119
C 4.4948 0.7116 0.0086
C 4.7714 0.7132 -2.4710
C 4.0856 -1.3639 -1.2568
H 1.6056 1.1710 -5.1595
H 2.9660 1.6726 -4.1648
H 1.3841 2.4266 -3.9539
H 1.4780 -1.2143 -4.6068
H 1.8339 -1.7641 -2.9611
H 3.0720 -0.9402 -3.9231
H -0.3480 0.0017 -4.2246
H -0.5733 1.1772 -2.9431
H -0.4006 -0.5408 -2.5579
H 2.8004 3.4100 -2.5867
H 3.8538 3.2349 -1.1801
H 2.5514 4.4081 -1.1606
H 0.2760 2.9558 -2.3056
H 0.2404 3.8118 -0.7706
H -0.3382 2.1527 -0.8510
H 2.9859 2.5653 1.0038
H 1.4864 1.6605 1.1690
H 1.4553 3.4196 0.9796
H 4.6111 1.7931 0.0004
H 5.4890 0.2832 0.1487
H 3.8774 0.4218 0.8601
H 4.6951 1.7920 -2.5910
H 4.5267 0.2426 -3.4221
H 5.8192 0.4832 -2.2615
H 3.3928 -1.8073 -0.5439
H 5.1069 -1.5828 -0.9374
H 3.9432 -1.8362 -2.2238
C 0.8629 0.5298 5.1187
C 1.6886 -0.6975 4.7020
C 1.8658 -0.4713 3.2109
O 0.6030 0.0530 2.7979
C 0.1677 0.9649 3.8145
H 1.5140 1.3228 5.4847
H 0.1510 0.3034 5.9106
H 1.1330 -1.6222 4.8691
H 2.6338 -0.7723 5.2367
H 2.0633 -1.3657 2.6230
H 2.6575 0.2615 3.0101
H -0.9202 0.9035 3.8589
H 0.4470 1.9840 3.5321
C -3.5342 -1.0292 4.6986
C -2.5054 -1.9116 4.0207
N -2.0403 -1.2296 2.8284
C -2.8429 -0.5162 2.0138
N -2.3424 -0.0648 0.8788
C -3.1712 0.7719 0.0069
C -4.6464 0.4372 0.1398
C -5.0365 0.5026 1.5971
N -4.1112 -0.2762 2.4148
C -4.6375 -0.7102 3.7108
H -3.0525 -0.1067 5.0308
H -3.9581 -1.5206 5.5734
H -2.9350 -2.8876 3.7737
H -1.6458 -2.0817 4.6676
H -1.0767 -1.3117 2.5440
H -2.8428 0.6137 -1.0230
H -3.0071 1.8308 0.2373
H -4.8334 -0.5672 -0.2393
H -5.2543 1.1283 -0.4431
H -6.0372 0.0954 1.7501
H -5.0487 1.5398 1.9485
H -5.2836 -1.5810 3.5602
H -5.2649 0.0962 4.0943
```

Values from the calculation:
Net charge: +1
M in g mol⁻¹: 733.8
E_LUMO (spin up / spin down) in eV: -4.29 / -4.29

***

A structure of composition C29H53ClCsF3I2O6P2, computed with wB97M-V/def2-TZVPD.

Geometry as XYZ:
```
97
C29H53ClCsF3I2O6P2, DFT wB97M-V/def2-TZVPD
C 4.1164 -1.1501 3.0688
C 3.0058 -0.8594 2.7982
C 1.7952 -0.1563 2.4199
C 1.0764 -0.5433 1.1030
C -0.4499 -0.3434 1.4218
I -1.1787 -2.0362 2.5641
C -1.0126 0.9625 2.0806
C -0.3049 2.2805 1.8756
I -1.5860 0.8819 4.1693
O 1.1396 -1.9115 0.7932
P 1.8719 -2.4473 -0.6415
C 1.5465 -4.2603 -0.0194
O 1.3728 -4.3397 1.4089
C 0.8195 -5.4799 1.8416
F 0.9621 -5.5741 3.1862
F -0.5272 -5.5423 1.5632
F 1.3619 -6.6064 1.2763
C 3.7488 -2.3863 -0.0729
C 4.2811 -3.5587 0.6415
O 4.2198 -3.8801 1.7605
Cl 5.1553 -4.7494 -0.5141
C 0.3303 -2.5757 -1.7660
C 0.3627 -1.6338 -2.9989
C -1.0747 -2.6385 -1.1078
C -1.9832 -3.6634 -1.9100
O 2.1544 -0.8123 -1.0740
C 1.6697 0.2041 -0.1637
C 2.9840 1.0019 0.1069
C 2.9316 2.4547 0.6008
C 3.4457 3.5030 -0.4136
C 2.4308 4.6174 -0.6932
P 0.6626 1.3843 -1.2475
C 1.4035 1.5178 -2.9229
C 0.4192 1.4837 -4.1087
C -1.1673 1.3275 -1.3476
C -1.6768 2.7077 -1.8538
H 5.1080 -1.4876 3.2376
H 1.1077 -0.3150 3.2486
H 1.9779 0.9097 2.4033
H -0.9884 -0.4751 0.4987
H -1.9931 1.0966 1.6437
H 0.5288 2.4356 2.5455
H -0.0311 2.4510 0.8416
H -1.0155 3.0614 2.1351
H 2.4926 -3.0105 -1.8543
H 2.2933 -4.9746 -0.3766
H 0.5799 -4.6618 -0.3938
H 4.0223 -1.5046 0.4854
H 4.3008 -2.3185 -0.9987
H 0.4676 -3.5687 -2.2645
H -0.2541 -0.7629 -2.8473
H 1.3651 -1.4116 -3.3343
H -0.1155 -2.1545 -3.8517
H -1.6467 -1.7204 -1.1232
H -0.9874 -3.0750 -0.1230
H -2.2660 -3.2868 -2.9007
H -2.8481 -3.9311 -1.3177
H -1.4252 -4.6325 -2.0627
H 3.4824 0.9905 -0.8538
H 3.6018 0.4466 0.7993
H 3.5911 2.5243 1.4643
H 1.9655 2.7770 0.9420
H 3.7909 3.0181 -1.3210
H 4.3199 3.9767 0.0185
H 2.3858 4.9322 -1.7300
H 2.7096 5.4953 -0.1187
H 1.4282 4.3594 -0.3881
H 2.1947 0.7889 -3.0484
H 1.8920 2.4838 -2.9369
H -0.5562 1.0949 -3.8508
H 0.2585 2.4923 -4.4688
H 0.8377 0.8993 -4.9167
H -1.5954 0.5935 -2.0329
H -1.6570 1.1472 -0.4079
H -2.2726 3.2027 -1.0981
H -0.8367 3.3673 -2.0467
H -2.2328 2.6124 -2.7776
C -5.5768 0.0009 3.4192
C -5.3555 -1.4638 3.0350
C -6.0331 -1.5286 1.6728
O -5.8817 -0.2352 1.0839
C -5.4292 0.6932 2.0720
H -4.8758 0.3796 4.1600
H -6.5902 0.1355 3.8050
H -4.2908 -1.6756 2.9211
H -5.7718 -2.1727 3.7490
H -7.1033 -1.7447 1.7675
H -5.5869 -2.2750 1.0138
H -4.3782 0.9349 1.8700
H -6.0157 1.6093 1.9948
C -1.0724 7.1129 -1.3065
O -0.2199 6.1437 -0.7036
H -0.8863 7.0883 -2.3769
H -2.1259 6.8817 -1.1260
H -0.8555 8.1172 -0.9333
H -0.3802 6.1622 0.2431
Cs 0.1427 -5.2079 -3.0044
```

Values from the calculation:
M in g mol⁻¹: 1038.8
E_LUMO in eV: -0.92

***

Look up the M of the third one. 1038.8 g mol⁻¹